Entry 1:
# C26H39IN3PtSi

C26H39IN3PtSi as an isolated structure (ωB97M-V with the def2-TZVPD basis set, OMol25).

Positions of all 71 atoms, in Å:
Pt1 0.5467 -0.4711 -0.0725
N1 -0.4672 2.0048 0.5162
C1 0.5512 2.5378 1.3232
C2 0.3075 3.4393 2.3250
C3 1.3529 3.9629 3.1147
C4 2.6476 3.6124 2.8693
C5 2.9329 2.6717 1.8509
C6 4.2566 2.2829 1.5351
C7 4.4828 1.3618 0.5565
C8 3.3719 0.7648 -0.0665
N2 2.1279 1.0917 0.2031
C9 1.8841 2.0901 1.1155
H1 -0.2975 2.1254 -0.4759
H2 -1.3829 2.3628 0.7511
H3 -0.7065 3.7813 2.4891
H4 1.1172 4.6748 3.8924
H5 3.4631 4.0424 3.4334
H6 5.0778 2.7360 2.0763
H7 5.4794 1.0568 0.2745
H8 3.5066 -0.0179 -0.7980
I1 -2.6370 -2.6712 4.4227
C10 -0.8533 -1.8429 3.7962
C11 0.2756 -1.8411 4.6015
C12 1.4422 -1.2712 4.1185
C13 1.4522 -0.7465 2.8410
N3 0.3652 -0.7625 2.0614
C14 -0.7704 -1.2880 2.5300
H9 0.2452 -2.2772 5.5901
H10 2.3398 -1.2435 4.7184
H11 2.3417 -0.3029 2.4131
H12 -1.6248 -1.2587 1.8661
C15 -1.3489 -4.1031 -2.5401
C16 -1.0492 -3.1620 -1.3616
C17 -1.2208 -3.9772 -0.0704
C18 -2.1330 -2.0676 -1.3329
Si1 0.7245 -2.4092 -1.4758
C19 1.1231 -1.6819 -3.2181
C20 1.5525 -2.7750 -4.2103
C21 -0.1005 -0.9624 -3.8035
C22 2.2417 -0.6303 -3.1613
C23 2.0703 -3.6244 -0.8281
C24 1.9341 -5.0263 -1.4463
C25 3.4836 -3.1157 -1.1417
C26 2.0111 -3.7718 0.7019
H13 -2.3397 -4.5454 -2.3976
H14 -0.6372 -4.9239 -2.6107
H15 -1.3637 -3.5882 -3.4991
H16 -2.2698 -4.2701 0.0257
H17 -0.9552 -3.4147 0.8271
H18 -0.6315 -4.8924 -0.0710
H19 -3.0930 -2.5167 -1.0628
H20 -2.2651 -1.5705 -2.2905
H21 -1.9220 -1.2827 -0.5938
H22 0.8029 -3.5573 -4.3259
H23 2.4902 -3.2498 -3.9286
H24 1.7044 -2.3226 -5.1952
H25 -0.9203 -1.6380 -4.0370
H26 0.1905 -0.4743 -4.7380
H27 -0.4815 -0.1869 -3.1347
H28 3.1910 -1.0294 -2.8094
H29 1.9711 0.2190 -2.5263
H30 2.4084 -0.2369 -4.1683
H31 1.9461 -5.0139 -2.5353
H32 1.0231 -5.5307 -1.1284
H33 2.7736 -5.6477 -1.1204
H34 3.7072 -3.0853 -2.2060
H35 4.2112 -3.7889 -0.6794
H36 3.6599 -2.1239 -0.7258
H37 1.1049 -4.2551 1.0559
H38 2.0983 -2.8059 1.2043
H39 2.8548 -4.3872 1.0286

Forces on the atoms, in the same order (eV/Å):
Pt -0.3 0.3 -0.3
N 0.0 -0.1 -0.1
C 0.0 0.0 0.0
C 0.0 0.0 0.0
C 0.0 -0.1 -0.1
C -0.1 0.0 -0.1
C 0.2 0.1 0.1
C 0.0 0.0 0.0
C -0.1 0.0 0.0
C 0.1 0.0 0.0
N 0.0 0.0 0.2
C 0.0 0.0 -0.1
H 0.0 0.0 0.0
H 0.0 0.0 0.0
H 0.0 0.0 0.0
H 0.0 0.0 0.0
H 0.0 0.0 0.0
H 0.0 0.0 0.0
H 0.0 0.0 0.0
H 0.0 0.0 0.0
I -0.2 -0.1 0.1
C 0.1 0.1 -0.1
C 0.0 0.0 0.0
C 0.0 0.1 -0.1
C -0.1 0.0 0.0
N 0.2 -0.3 0.1
C 0.0 0.1 0.0
H 0.0 0.0 0.0
H 0.0 0.0 0.0
H 0.0 -0.1 0.0
H 0.0 -0.1 0.0
C -0.1 0.0 0.0
C -0.1 0.0 0.0
C 0.0 0.0 0.0
C 0.0 0.0 0.0
Si 0.2 0.0 0.2
C 0.0 0.0 -0.1
C 0.0 0.0 0.0
C 0.0 0.0 0.0
C 0.0 0.0 0.0
C 0.1 -0.1 0.0
C 0.0 0.0 0.0
C 0.0 0.0 0.0
C 0.0 0.0 0.0
H 0.0 0.0 0.0
H 0.1 0.0 0.0
H 0.0 0.0 0.0
H 0.0 0.0 0.0
H 0.0 0.1 0.0
H 0.0 0.0 0.0
H 0.0 0.0 0.0
H 0.1 0.0 -0.1
H 0.0 0.0 0.0
H 0.0 0.0 0.0
H 0.0 0.0 0.0
H 0.0 0.0 0.0
H 0.0 0.0 0.0
H 0.0 0.0 0.0
H 0.0 0.0 0.1
H 0.0 -0.1 0.0
H 0.0 0.0 0.0
H 0.0 0.0 0.0
H 0.0 0.0 -0.1
H 0.0 0.0 0.0
H 0.0 0.0 0.0
H 0.0 0.0 -0.1
H 0.0 0.0 0.0
H 0.0 0.1 0.1
H -0.1 0.0 0.0
H 0.0 0.0 0.0
H 0.0 0.0 0.0

The charge is +1. As for the spin multiplicity: 3. Its HOMO-LUMO gap (alpha / beta) is 7.37 / 7.24 eV. The calculated total energy comes out at -51284.804 eV. The expectation value of S² is 2.005. For the largest force on an atom, the calculation gives 0.53 eV/Å.

Entry 2:
# C33H35GdNOP

C33H35GdNOP as an isolated structure (ωB97M-V with the def2-TZVPD basis set, OMol25).

Positions of all 72 atoms, in Å:
Gd1 -0.5067 -1.3735 -0.3775
C1 -2.6072 0.3114 -0.6322
C2 -1.8943 0.4735 -1.8524
C3 -1.9493 -0.7519 -2.5766
H1 -1.4387 1.3981 -2.1973
C4 -2.7350 -1.6713 -1.8076
C5 -3.1220 -1.0156 -0.6005
H2 -3.7644 -1.4363 0.1734
H3 -2.8059 1.0881 0.1063
H4 -1.5340 -0.9359 -3.5683
H5 -3.0778 -2.6517 -2.1319
C6 -0.0417 -1.4464 2.2353
C7 -1.4577 -1.5085 2.0509
C8 -1.7764 -2.8109 1.5451
H6 -2.1768 -0.7406 2.3216
C9 -0.5647 -3.5586 1.4732
C10 0.5172 -2.6981 1.8330
H7 1.5702 -2.9699 1.8432
H8 0.5096 -0.6099 2.6525
H9 -2.7659 -3.1915 1.3028
H10 -0.5019 -4.6283 1.3116
O1 0.1179 -3.7219 -1.2006
C11 -0.2736 -4.9984 -1.7477
C12 0.7817 -4.9470 -2.8906
C13 -1.7099 -5.1121 -2.2237
C14 0.0706 -6.1545 -0.8366
C15 1.3026 -3.7268 -2.1513
H11 0.3672 -4.6818 -3.8710
H12 1.4316 -5.8387 -2.9085
H13 2.2313 -3.9297 -1.5919
H14 1.3042 -2.7787 -2.7026
H15 -1.7637 -5.9184 -2.9802
H16 -2.0825 -4.1869 -2.6756
H17 -2.3656 -5.3848 -1.3825
H18 0.2053 -7.0672 -1.4405
H19 -0.7403 -6.3714 -0.1279
H20 1.0095 -5.9696 -0.2999
N1 0.4828 0.4638 -0.0024
P1 0.7236 1.9426 0.4631
C16 0.6271 2.2057 2.2585
C17 -0.5477 1.8211 2.9304
C18 -0.6492 1.9455 4.3150
C19 0.4328 2.4466 5.0533
C20 1.6201 2.7956 4.3946
C21 1.7268 2.6390 3.0118
C22 2.3214 2.6534 0.0049
C23 2.5734 4.0139 0.2311
C24 3.7773 4.5811 -0.1879
C25 4.7272 3.7822 -0.8407
C26 4.4786 2.4212 -1.0557
C27 3.2758 1.8487 -0.6277
C28 -0.3791 3.2348 -0.2054
C29 -1.4986 3.7039 0.4925
C30 -2.4025 4.5768 -0.1183
C31 -2.1804 5.0195 -1.4263
C32 -1.0373 4.5924 -2.1163
C33 -0.1476 3.7026 -1.5111
H21 -1.3855 1.4083 2.3663
H22 -1.5782 1.6591 4.8194
H23 0.3466 2.5612 6.1376
H24 2.4628 3.1917 4.9657
H25 2.6742 2.8559 2.5225
H26 1.8289 4.6379 0.7276
H27 3.9704 5.6389 -0.0095
H28 5.6672 4.2253 -1.1829
H29 5.2236 1.7992 -1.5607
H30 3.0491 0.7953 -0.7843
H31 -1.6744 3.4034 1.5197
H32 -3.2835 4.9151 0.4326
H33 -2.8884 5.7023 -1.9061
H34 -0.8377 4.9573 -3.1276
H35 0.7371 3.3741 -2.0575

Forces on the atoms, in the same order (eV/Å):
Gd 0.5 -1.6 -0.7
C -0.5 -0.3 -0.8
C -0.8 -0.2 -0.2
C -0.6 0.3 0.4
H 0.1 -0.3 0.2
C -0.5 0.7 0.0
C -0.5 0.3 -1.0
H 0.3 0.2 -0.2
H 0.3 -0.3 -0.1
H -0.1 0.0 0.4
H 0.2 0.3 0.3
C -0.6 -0.7 0.7
C 0.7 -0.6 0.6
C 0.9 -0.4 0.9
H 0.1 -0.1 -0.2
C -0.5 0.9 0.6
C -0.8 0.1 0.4
H -0.2 0.1 0.0
H -0.1 -0.2 -0.3
H 0.2 0.1 0.1
H 0.1 0.3 -0.4
O 1.4 -0.3 -1.7
C -0.1 -1.0 -1.1
C -0.5 0.1 0.4
C -0.2 -0.2 0.0
C -0.1 -0.7 0.3
C -0.5 0.3 0.9
H 0.1 -0.3 0.2
H -0.2 0.5 -0.3
H -0.3 0.5 -0.1
H 0.3 -0.2 0.3
H 0.0 0.3 0.4
H 0.3 -0.2 0.0
H 0.0 0.2 -0.2
H -0.1 0.3 0.1
H 0.3 0.1 0.1
H -0.2 0.0 0.0
N 1.7 4.3 1.0
P -0.5 -3.1 -0.9
C 0.1 0.0 0.7
C 0.2 0.2 0.2
C 0.2 0.1 0.0
C 0.0 0.1 -0.3
C -0.3 -0.2 0.2
C -0.3 0.1 0.2
C 0.6 0.4 -0.1
C 0.5 -0.1 -0.3
C 0.0 -0.3 -0.1
C -0.1 -0.1 0.1
C 0.0 0.1 0.1
C 0.0 0.5 0.1
C -0.3 0.5 -0.2
C -0.1 0.2 -0.5
C 0.1 0.1 -0.2
C 0.2 -0.1 0.1
C 0.0 0.0 0.2
C -0.4 0.2 0.1
H 0.3 0.0 0.1
H 0.4 0.0 -0.2
H 0.1 0.0 -0.3
H -0.2 -0.2 -0.1
H -0.2 0.0 0.1
H 0.1 -0.2 -0.1
H 0.0 -0.2 -0.1
H -0.3 -0.1 0.1
H -0.2 0.2 0.2
H -0.1 0.2 0.0
H 0.0 0.0 -0.2
H 0.3 -0.1 -0.2
H 0.2 -0.2 0.2
H -0.1 -0.2 0.3
H -0.2 0.0 0.1

The charge is -2. As for the spin multiplicity: 8. Its HOMO-LUMO gap (alpha / beta) is 1.27 / 5.71 eV. The calculated total energy comes out at -68443.787 eV. The expectation value of S² is 15.788. For the largest force on an atom, the calculation gives 4.76 eV/Å.

Entry 3:
# C19H42N2O6P

A 3-piece molecular cluster, C19H42N2O6P overall (ωB97M-V with the def2-TZVPD basis set, OMol25).

Positions of all 70 atoms, in Å:
C1 -1.0424 1.4022 -2.9979
C2 -2.6141 0.9710 -3.0099
P1 -2.6754 -0.9504 -3.1681
C3 -4.2009 -1.4863 -2.1784
C4 -5.2144 -2.4631 -2.9557
C5 -2.8675 -1.2491 -5.0251
C6 -1.7436 -2.0398 -5.7595
N1 -2.2513 -2.0155 -7.1455
C7 -3.5062 -1.3065 -7.2519
N2 -3.9250 -0.8215 -5.9642
H1 -0.8828 2.3546 -3.6149
H2 -0.6896 1.5033 -1.9056
H3 -0.4744 0.4962 -3.4497
H4 -3.1228 1.3396 -2.0498
H5 -3.1286 1.4087 -3.9539
H6 -3.8038 -2.0867 -1.2692
H7 -4.7664 -0.5479 -1.7965
H8 -6.0699 -2.7040 -2.2085
H9 -5.7376 -1.9809 -3.8622
H10 -4.7603 -3.4940 -3.2219
H11 -0.7821 -2.4983 -5.3532
H12 -1.7681 -2.4455 -7.9462
H13 -4.1175 -1.1047 -8.1974
H14 -4.7376 -0.2681 -5.6627
C8 0.2353 -0.3342 1.4893
O1 -1.0455 -0.1543 2.0646
C9 -2.0379 -0.9441 1.4181
C10 -3.2728 -1.0743 2.3020
O2 -3.1298 -2.0742 3.3105
C11 -2.2984 -1.7190 4.4189
C12 -2.9746 -0.7409 5.3744
O3 -2.8576 0.5916 4.8817
C13 -3.7804 1.4696 5.5007
H15 0.2260 -0.0575 0.4297
H16 0.9406 0.3096 2.0173
H17 0.5619 -1.3726 1.6071
H18 -1.6407 -1.9411 1.1931
H19 -2.3071 -0.4385 0.4816
H20 -4.1030 -1.4150 1.6743
H21 -3.5708 -0.1164 2.7331
H22 -1.3256 -1.3581 4.0837
H23 -2.1258 -2.6539 4.9602
H24 -2.4745 -0.7789 6.3495
H25 -4.0285 -1.0113 5.4935
H26 -4.8065 1.1637 5.2717
H27 -3.6215 2.4708 5.0969
H28 -3.6254 1.4941 6.5831
C14 5.8885 1.6633 -2.2424
O4 5.9647 1.1917 -0.9107
C15 7.2294 1.4733 -0.3148
C16 7.1384 1.3636 1.2025
O5 6.5872 2.5329 1.8116
C17 5.1735 2.6912 1.6777
C18 4.3855 1.7525 2.5863
O6 4.2794 0.4610 1.9910
C19 3.9161 -0.5299 2.9346
H29 6.6613 1.1981 -2.8628
H30 4.9072 1.4002 -2.6418
H31 5.9895 2.7533 -2.2662
H32 7.5613 2.4810 -0.5904
H33 7.9472 0.7366 -0.6939
H34 8.1564 1.2863 1.5966
H35 6.6052 0.4644 1.5169
H36 4.8633 2.6090 0.6353
H37 4.9677 3.7180 1.9947
H38 3.3682 2.1410 2.7183
H39 4.8793 1.6825 3.5605
H40 4.6918 -0.6254 3.7011
H41 3.8298 -1.4840 2.4117
H42 2.9542 -0.2892 3.3969

Forces on the atoms, in the same order (eV/Å):
C -0.5 -1.0 0.0
C 0.4 0.5 -0.8
P 0.3 0.5 0.6
C -1.2 -0.4 -0.1
C -0.9 -0.3 0.9
C 1.8 -1.5 -1.7
C -5.8 3.3 -0.2
N -2.4 1.9 2.4
C 0.9 0.0 2.2
N 5.4 -3.4 -1.8
H -0.1 -1.4 1.1
H -0.5 0.0 -1.8
H -0.6 1.8 0.6
H 0.5 -0.7 -1.6
H 0.7 -0.5 1.8
H -0.5 1.2 -1.5
H 0.9 -1.6 -0.6
H 1.4 0.4 -1.3
H 1.0 -0.7 1.3
H -0.5 1.9 0.2
H -1.7 0.7 -0.9
H -0.6 0.4 0.5
H 1.3 -0.6 1.5
H 0.5 -0.5 -0.7
C -0.2 0.1 0.2
O 0.0 -0.3 -0.1
C 0.1 0.5 0.5
C 0.1 -0.4 0.0
O 0.1 0.3 -0.1
C -0.4 -0.1 0.2
C 0.6 0.3 -0.3
O -0.3 -0.1 -0.1
C 0.2 -0.1 -0.2
H 0.1 -0.1 -0.1
H -0.1 0.0 -0.1
H 0.1 0.0 -0.2
H -0.1 0.0 0.0
H -0.1 -0.1 -0.2
H 0.1 -0.1 0.0
H 0.3 0.1 0.0
H -0.1 0.2 0.0
H -0.1 0.0 -0.1
H -0.1 -0.2 0.1
H 0.0 -0.1 0.0
H -0.1 0.0 0.2
H 0.1 -0.1 0.0
H -0.1 0.0 0.1
C 0.0 -0.2 0.3
O 0.0 0.2 -0.1
C -0.4 -0.4 0.1
C 0.2 0.3 -0.1
O -0.2 -0.2 -0.2
C 0.2 0.0 0.4
C -0.1 -0.1 -0.7
O 0.1 -0.1 0.2
C 0.1 0.1 -0.3
H 0.0 0.1 -0.1
H 0.1 -0.1 0.1
H 0.1 0.0 -0.1
H 0.0 0.0 0.1
H 0.2 0.1 0.0
H -0.1 0.1 -0.1
H -0.1 0.0 -0.2
H -0.1 -0.2 0.0
H 0.1 -0.1 0.1
H 0.0 0.2 0.2
H 0.0 0.1 0.0
H -0.1 0.0 0.1
H 0.0 0.1 0.0
H 0.0 0.0 0.2

The charge is +1. As for the spin multiplicity: 1. Its HOMO-LUMO gap is 6.60 eV. The calculated total energy comes out at -44925.049 eV. For the largest force on an atom, the calculation gives 6.66 eV/Å.

Entry 4:
# C2H4NiO3

C2H4NiO3 as an isolated structure (ωB97M-V with the def2-TZVPD basis set, OMol25).

Positions of all 10 atoms, in Å:
O1 0.0055 -1.3239 0.2703
C1 -1.0893 -0.8572 -0.0012
C2 -1.2586 0.6424 -0.0043
O2 -0.1709 1.2718 0.4833
H1 -1.9804 -1.4989 -0.0810
H2 -2.1566 0.9614 0.5758
Ni1 1.4521 -0.0033 0.5128
O3 3.0164 0.2197 -0.2483
H3 3.6559 -0.4591 -0.4595
H4 -1.4742 1.0471 -1.0479

Forces on the atoms, in the same order (eV/Å):
O -0.4 -0.1 -0.3
C -0.2 -0.1 0.7
C -0.9 0.3 -0.7
O 0.9 -0.1 0.1
H 0.3 0.0 -0.3
H 0.2 -0.1 -0.3
Ni 0.4 0.8 -0.3
O -0.7 -0.1 0.5
H 0.3 -0.2 -0.2
H 0.1 -0.3 0.7

The charge is +1. The energy above the lowest of the compared OMol25 structures with the same formula, charge and spin comes out at 49.3 kcal/mol. As for the spin multiplicity: 4. Its HOMO-LUMO gap (alpha / beta) is 10.57 / 6.97 eV. The calculated total energy comes out at -49313.676 eV. The expectation value of S² is 3.764. For the largest force on an atom, the calculation gives 1.20 eV/Å.